Entry 1:
3 unconnected molecules or ions with the total composition C15H22BF7N3O3 at a distorted geometry, computed with the ωB97M-V functional and the def2-TZVPD basis.

LUMO = 2.4 eV
frontier orbital gap = 5.6 eV
relative energy (zero: lowest compared OMol25 entry of this formula, charge and spin) = 20.6 kcal per mole
net charge = -1

Structure (XYZ):
```
51
Properties=species:S:1:pos:R:3:forces:R:3
C 3.3631 1.2763 1.7675 -0.103 -0.044 -0.452
C 2.5495 -0.0254 1.4579 -0.164 -0.392 -0.382
B 1.7463 0.2181 0.1050 0.110 -0.100 -0.400
O 2.4935 0.2196 -1.0903 0.073 0.427 1.108
C 0.1398 0.4341 0.0410 1.150 0.131 -0.941
N -0.4594 -0.8064 0.5915 -0.352 1.263 0.547
C -1.8370 -0.7533 0.8346 0.872 -1.432 -0.014
F -2.6292 -0.7359 -0.2935 -0.009 0.338 0.689
F -2.1633 -1.9509 1.4629 -0.076 0.450 -0.367
C -2.3029 0.3909 1.8104 -0.839 -0.740 0.297
F -1.3280 0.8077 2.6480 -0.226 0.088 -0.847
F -3.2515 -0.1682 2.6340 0.160 0.411 -0.402
C -3.0419 1.5915 1.1247 -0.039 1.138 1.244
F -4.2751 1.2547 0.7132 0.842 -0.096 -0.309
F -3.2443 2.5227 2.1128 0.124 -0.386 -0.296
F -2.3380 2.1962 0.1855 -0.450 -0.609 -0.041
C -0.1745 0.6867 -1.4737 -0.405 2.220 -0.844
O -0.3472 -0.3234 -2.1712 -0.001 -0.713 0.160
O -0.2282 1.9091 -1.9066 4.594 -4.544 4.509
H 2.9250 2.1495 1.2359 0.115 -0.320 0.480
H 3.3976 1.5030 2.8440 0.076 -0.104 -0.410
H 4.3879 1.1872 1.3581 -0.438 0.017 0.378
H 3.2494 -0.8662 1.2574 -0.271 0.390 0.289
H 1.8618 -0.3388 2.2609 0.405 0.347 -0.086
H 2.7418 1.1229 -1.3211 -0.246 -0.133 -0.467
H -0.0505 1.3465 0.6330 -0.279 -0.538 -0.028
H -0.2103 -1.5912 -0.0031 -0.439 0.111 -0.171
C -2.2683 3.2047 -6.6139 0.067 -0.028 -0.101
C -3.0531 1.9975 -6.1134 -0.013 0.103 -0.244
C -3.5851 2.1835 -4.6909 0.538 -0.386 0.181
C -2.4615 2.3902 -3.7506 -0.233 -0.440 0.129
N -1.5740 2.5529 -3.0183 -4.375 3.448 -3.470
H -1.3811 3.3837 -6.0048 -0.079 -0.008 0.079
H -1.9318 3.0417 -7.6405 -0.040 0.037 0.004
H -2.8848 4.1073 -6.5982 0.028 0.002 0.010
H -2.4114 1.1147 -6.1534 -0.062 -0.015 0.102
H -3.8950 1.8143 -6.7887 -0.021 -0.033 0.061
H -4.1517 1.2993 -4.3858 -0.004 0.075 0.008
H -4.2531 3.0475 -4.6426 0.023 -0.013 0.007
C 1.5800 -4.0857 3.3373 0.007 0.018 -0.021
C 3.1022 -4.1000 3.4292 -0.242 -0.134 -0.164
C 3.6262 -3.5142 4.7452 -0.115 0.227 -0.338
C 3.2018 -2.1096 4.8787 0.364 -0.844 0.169
N 2.8640 -1.0229 4.9820 -0.166 0.619 0.066
H 1.1856 -3.0685 3.3627 0.019 -0.012 0.021
H 1.2519 -4.5365 2.4003 -0.012 0.001 0.031
H 1.1321 -4.6488 4.1599 -0.010 0.016 -0.013
H 3.5139 -3.5395 2.5870 0.075 0.013 0.077
H 3.4564 -5.1293 3.3339 0.101 0.045 0.065
H 4.7160 -3.5574 4.7696 -0.014 0.071 0.078
H 3.2462 -4.0819 5.5965 -0.019 0.062 0.017
```
Positions in Å, forces in eV/Å.

Here are the natural (NBO) charges for atoms 1 to 6, given in e:
1. C -0.598
2. C -0.809
3. B 1.130
4. O -0.947
5. C -0.559
6. N -0.649

***

Entry 2:
A molecular structure, C27H18Cl5N8OSTi at a distorted geometry, computed with the ωB97M-V functional and the def2-TZVPD basis.

multiplicity = 3
LUMO (alpha / beta) = -4.0 / -4.4 eV
frontier orbital gap (alpha / beta) = 5.2 / 6.9 eV
net charge = +1

Structure (XYZ):
```
61
Properties=species:S:1:pos:R:3:forces:R:3
Ti 0.1099 0.0323 0.0757 0.228 -1.456 -1.229
C -0.4356 -1.9919 3.6406 0.087 0.026 -0.028
C -0.6968 -1.0578 2.6553 0.007 0.041 0.120
N 0.2959 -0.5790 1.8836 0.944 -1.336 3.165
C 1.5724 -1.0348 2.1365 -0.471 0.230 0.385
C 1.7768 -1.9789 3.1403 0.077 0.061 -0.158
N 0.7935 -2.4601 3.8756 -0.157 0.034 0.012
C 2.5732 -0.3770 1.3018 0.760 -0.144 0.367
C 3.9283 -0.2230 1.5298 -0.466 0.107 -0.394
C 4.6650 0.6594 0.7051 -0.177 -0.331 0.200
C 3.9848 1.4495 -0.2222 -0.966 -0.018 -0.243
C 2.6054 1.2920 -0.3709 1.154 -0.098 0.202
N 1.9684 0.2725 0.2721 2.586 0.840 0.288
C 1.6391 2.1889 -0.9589 -0.731 0.862 -0.007
C 1.8540 3.1874 -1.9258 0.181 -0.526 0.385
N 0.8846 3.9393 -2.3899 -0.317 0.202 -0.073
C -0.3355 3.7754 -1.8699 0.115 -0.138 0.123
C -0.5891 2.8306 -0.8874 -0.129 0.300 -0.082
N 0.3706 2.0106 -0.4472 1.046 1.554 -0.771
C 6.1054 0.8355 0.9055 0.477 0.147 0.050
C 6.9485 1.0806 -0.1780 -0.089 -0.029 0.228
C 8.2983 1.2783 0.0578 -0.170 -0.019 -0.329
N 8.8405 1.2418 1.2601 0.563 0.100 0.053
C 8.0485 1.0114 2.2893 -0.247 -0.137 0.264
C 6.6834 0.8040 2.1743 -0.021 -0.010 -0.223
H -1.2226 -2.3937 4.2605 -0.152 0.060 -0.011
H -1.6978 -0.6816 2.4552 0.169 -0.128 0.006
H 2.7623 -2.3760 3.3477 0.118 0.079 -0.074
H 4.4207 -0.7398 2.3375 0.018 -0.066 0.121
H 4.5020 2.2299 -0.7598 0.053 0.105 0.037
H 2.8319 3.3561 -2.3553 0.166 -0.102 0.059
H -1.1171 4.4039 -2.2716 -0.105 0.016 0.110
H -1.5768 2.7191 -0.4466 0.143 -0.075 -0.133
H 6.5597 1.0968 -1.1837 -0.007 0.016 -0.159
H 8.9798 1.4695 -0.7569 0.046 0.022 -0.198
H 8.5321 0.9876 3.2545 -0.027 0.013 0.188
H 6.0873 0.6550 3.0599 -0.085 -0.022 0.127
Cl -4.6498 -0.1240 -5.1483 0.013 0.003 -0.087
C -3.7647 -0.0602 -3.6850 0.083 0.008 0.136
C -2.3706 -0.0490 -3.7063 -0.212 -0.007 0.096
Cl -1.5025 -0.0710 -5.1846 -0.015 -0.053 -0.115
C -1.6721 -0.0054 -2.5082 -0.650 0.061 0.272
Cl 0.0554 0.0137 -2.4993 0.117 0.196 -0.856
C -2.3132 0.0521 -1.2576 -1.428 -0.127 -1.583
O -1.6365 0.1248 -0.1571 -3.403 0.626 0.063
C -3.7253 0.0501 -1.2646 0.451 -0.065 -0.029
Cl -4.5121 0.1153 0.2573 -0.050 0.009 0.044
C -4.4392 -0.0127 -2.4557 0.167 0.020 -0.076
Cl -6.1498 -0.0168 -2.4236 0.010 -0.008 0.017
S -0.1994 -2.5448 -0.4279 -0.374 -0.261 0.283
C 1.0522 -2.6081 -1.5377 0.445 -0.222 -0.013
N 0.9567 -2.9852 -2.8146 0.108 -0.061 0.267
C 2.1954 -2.7528 -3.5349 0.294 0.049 -0.312
C 3.1984 -2.5736 -2.3835 0.331 -0.110 -0.145
N 2.3250 -2.2426 -1.2660 -0.207 -0.351 -0.442
H 0.0771 -3.1455 -3.2797 -0.038 0.062 0.239
H 2.1174 -1.8516 -4.1560 -0.002 -0.101 0.102
H 2.4411 -3.5999 -4.1733 0.033 0.074 0.000
H 3.9098 -1.7683 -2.5595 0.018 -0.082 -0.102
H 3.7465 -3.5010 -2.1838 -0.041 0.111 -0.037
H 2.6795 -2.2517 -0.3196 -0.267 0.051 -0.102
```
Positions in Å, forces in eV/Å.

Here are the natural (NBO) charges for atoms 1 to 6, given in e:
1. Ti 1.284
2. C 0.006
3. C 0.030
4. N -0.507
5. C 0.118
6. C 0.039

***

Entry 3:
A molecular structure, C35H37Br4FeN7O9P, computed with the ωB97M-V functional and the def2-TZVPD basis.

multiplicity = 5
LUMO (alpha / beta) = 2.2 / 2.2 eV
frontier orbital gap (alpha / beta) = 7.0 / 7.0 eV
relative energy (zero: lowest compared OMol25 entry of this formula, charge and spin) = 1.2 kcal per mole
net charge = -1

Structure (XYZ):
```
94
Properties=species:S:1:pos:R:3:forces:R:3
Fe -1.4367 1.3123 -0.6195 -0.146 0.432 0.602
C 6.7541 -0.4805 1.8284 -0.040 0.012 -0.019
O 5.4994 -0.4197 1.1819 0.148 0.116 0.118
C 4.9275 -1.5980 0.8070 -0.038 -0.092 -0.078
C 5.5545 -2.8268 0.8617 0.007 -0.063 -0.011
C 4.8732 -3.9768 0.4579 0.027 0.044 0.018
C 3.5662 -3.8801 0.0286 -0.008 0.031 -0.015
C 2.9243 -2.6427 -0.0124 -0.022 0.038 0.076
C 3.5982 -1.4817 0.3522 -0.118 -0.123 -0.005
N 3.0552 -0.2009 0.3658 0.043 -0.086 0.038
C 1.8436 0.2602 -0.1396 0.180 0.203 -0.007
N 1.4267 -0.3855 -1.2722 -0.199 -0.050 -0.173
C 0.8516 0.2585 -2.4048 0.279 0.228 0.053
C -0.1793 1.1947 -2.3593 0.057 -0.054 0.438
C -0.5570 1.7462 -3.6021 0.130 0.182 0.038
C 0.0064 1.3557 -4.8042 -0.045 0.071 0.020
C 0.9895 0.3643 -4.8251 -0.031 0.008 -0.018
C 1.4158 -0.1694 -3.6231 0.058 0.154 -0.102
O 2.3927 -1.1286 -3.5227 0.133 -0.101 -0.112
C 3.0561 -1.5094 -4.7065 0.006 -0.035 0.022
N 1.2259 1.2722 0.3446 -0.125 0.003 0.072
C 1.8360 1.9794 1.4087 -0.110 0.077 -0.267
C 2.1685 3.3161 1.1868 0.016 -0.015 -0.030
C 2.8610 4.0574 2.1277 0.020 0.017 0.039
C 3.2377 3.4685 3.3296 -0.044 0.055 -0.019
C 2.8583 2.1648 3.5964 -0.048 0.007 0.046
C 2.1319 1.4324 2.6634 -0.117 -0.005 0.094
O 1.7702 0.1632 3.0147 0.009 -0.073 0.041
C 0.4113 -0.1997 2.7525 0.021 -0.030 -0.061
H 6.9918 0.5369 2.1258 -0.005 0.018 -0.004
H 7.5320 -0.8515 1.1553 -0.002 -0.002 -0.008
H 6.7105 -1.1178 2.7158 -0.009 -0.002 -0.007
H 6.5734 -2.9033 1.2155 -0.017 0.001 -0.013
H 5.3729 -4.9366 0.4970 -0.010 0.022 0.001
H 3.0213 -4.7679 -0.2671 -0.023 0.043 -0.002
H 1.8809 -2.5973 -0.2980 0.016 -0.041 -0.034
H 3.5145 0.4393 0.9950 -0.029 -0.004 0.085
H 2.0901 -1.0784 -1.5750 0.044 -0.098 -0.037
H -1.3529 2.4820 -3.6217 -0.037 -0.084 0.002
H -0.3245 1.7957 -5.7404 0.016 -0.016 0.074
H 1.4194 0.0427 -5.7637 0.002 0.010 0.011
H 3.8214 -2.2232 -4.4137 0.003 -0.015 0.025
H 3.5275 -0.6506 -5.1922 -0.002 0.017 0.008
H 2.3726 -1.9875 -5.4136 -0.023 -0.008 -0.005
H 1.8760 3.7452 0.2365 0.012 0.002 0.016
H 3.1067 5.0925 1.9252 0.009 -0.023 -0.010
H 3.7919 4.0326 4.0703 -0.019 -0.009 -0.021
H 3.0890 1.6907 4.5435 -0.015 0.007 -0.039
H -0.0122 -0.5730 3.6865 0.036 -0.020 0.030
H 0.3850 -0.9939 2.0018 0.038 0.030 0.004
H -0.1738 0.6519 2.4040 -0.029 -0.001 -0.004
Br -3.9273 4.6347 5.2112 0.005 -0.016 -0.020
C -3.8307 3.9831 3.4361 0.018 -0.023 -0.129
C -4.9497 4.0367 2.6142 0.130 -0.068 -0.003
Br -6.5778 4.7815 3.2260 0.041 -0.029 -0.031
C -4.8454 3.5207 1.3094 -0.093 0.070 -0.001
Br -6.3189 3.6294 0.1182 0.079 -0.026 -0.020
C -3.6690 2.9694 0.8509 -0.092 -0.076 0.042
O -3.4748 2.4262 -0.3765 -0.345 0.266 -0.065
C -2.4933 2.9590 1.6465 0.112 -0.003 0.065
O -1.4065 2.4951 1.1500 0.293 0.059 -0.336
C -2.6271 3.4589 2.9574 -0.012 -0.050 -0.005
Br -1.0927 3.3198 4.0460 0.124 -0.005 -0.025
N -1.5338 -1.1902 -3.3109 -0.200 -0.252 -0.004
C -2.9164 -1.7130 -3.1248 -0.056 -0.022 -0.049
P -4.0069 -0.2792 -2.6668 0.164 0.088 0.055
O -5.0578 -0.0934 -3.7030 -0.003 -0.005 0.019
O -3.0151 0.8186 -2.3326 -0.010 -0.282 -0.095
C -4.7853 -0.7500 -1.0912 -0.222 0.102 0.108
N -5.5422 0.4518 -0.6955 0.113 -0.022 -0.168
H -1.2642 -1.0900 -4.2852 0.021 -0.063 -0.026
H -0.8169 -1.7246 -2.7927 -0.275 -0.479 0.179
H -1.5148 -0.2303 -2.9201 -0.152 0.056 0.050
H -2.9105 -2.4667 -2.3385 0.147 0.035 -0.039
H -3.2818 -2.1581 -4.0465 0.061 -0.030 -0.039
H -4.0035 -0.9450 -0.3552 -0.196 0.039 -0.106
H -5.4123 -1.6404 -1.2137 0.021 -0.045 -0.034
H -4.2514 1.8822 -0.6701 0.131 -0.033 0.192
H -6.1306 0.2933 0.1113 0.062 0.015 0.092
H -6.1445 0.7392 -1.4613 -0.048 -0.051 0.001
C -2.9032 -1.5366 3.1070 0.079 -0.024 -0.035
N -2.1829 -1.9875 1.9237 -0.107 -0.032 0.084
C -1.6184 -3.2252 1.8420 -0.051 -0.003 0.096
C -0.9708 -3.6198 0.7386 0.019 0.020 -0.011
C -0.9263 -2.7165 -0.4044 -0.018 -0.098 -0.147
O -0.4711 -3.1327 -1.4903 0.067 0.468 -0.142
N -1.4134 -1.4506 -0.2638 -0.114 0.019 0.220
C -2.0119 -1.0750 0.8837 0.198 -0.316 0.162
O -2.4420 0.0719 1.0878 0.140 0.006 -0.719
H -3.1117 -2.3982 3.7380 0.014 -0.026 0.004
H -3.8351 -1.0620 2.8105 -0.029 -0.005 -0.007
H -2.3226 -0.8026 3.6650 0.001 0.023 -0.006
H -1.7352 -3.8566 2.7132 -0.009 0.013 0.024
H -0.5307 -4.6015 0.6526 -0.008 0.023 -0.003
```
Positions in Å, forces in eV/Å.

Here are the Mulliken charges for atoms 1 to 6, given in e:
1. Fe 1.238
2. C -1.061
3. O -0.362
4. C 0.963
5. C -0.462
6. C -0.772

***

Entry 4:
A single C3H4Br2O molecule at a distorted geometry, computed with the ωB97M-V functional and the def2-TZVPD basis.

LUMO = 0.8 eV
frontier orbital gap = 10.9 eV
relative energy (zero: lowest compared OMol25 entry of this formula, charge and spin) = 10.6 kcal per mole

Structure (XYZ):
```
10
Properties=species:S:1:pos:R:3:forces:R:3
C 0.6466 1.1887 0.0627 -0.078 1.007 -1.175
C -0.4841 0.2508 0.1225 -0.807 -0.092 -0.779
C -0.3160 -1.2547 -0.1162 1.391 0.756 -0.895
O 0.1335 0.7801 1.2479 -0.605 -0.487 2.163
Br 2.3355 0.4869 -0.3906 0.909 0.169 -0.228
Br -2.2064 1.0900 -0.3009 0.305 -0.447 0.142
H 0.5312 2.2716 -0.1411 0.153 -0.862 -0.210
H -1.1625 -1.8638 -0.4215 -0.274 0.657 -0.300
H -0.0103 -1.6644 0.8452 0.467 -0.083 -0.158
H 0.5325 -1.2852 -0.9080 -1.462 -0.619 1.439
```
Positions in Å, forces in eV/Å.

Here are the natural (NBO) charges for atoms 1 to 6, given in e:
1. C -0.034
2. C 0.191
3. C -0.672
4. O -0.465
5. Br 0.029
6. Br -0.004

***

Entry 5:
A single C2H2N2OS molecule at a distorted geometry, computed with the ωB97M-V functional and the def2-TZVPD basis.

LUMO = 0.0 eV
frontier orbital gap = 9.0 eV
relative energy (zero: lowest compared OMol25 entry of this formula, charge and spin) = 88.2 kcal per mole

Structure (XYZ):
```
8
Properties=species:S:1:pos:R:3:forces:R:3
C -1.2688 0.2467 -0.7833 -2.118 0.821 -0.346
C 1.0229 -0.7793 0.5145 -1.427 -3.696 0.258
H -2.2898 0.6171 -1.3386 2.475 -1.846 1.178
H 1.7712 -1.4463 1.2594 -1.417 2.274 -2.698
N -0.5536 1.2441 -0.4863 1.543 -0.632 0.677
N 0.1801 -1.5949 -0.1335 1.948 1.476 2.429
O -1.1400 -1.0753 -0.4115 -0.138 1.557 -1.184
S 0.8580 0.9427 0.5827 -0.866 0.047 -0.315
```
Positions in Å, forces in eV/Å.

Here are the natural (NBO) charges for atoms 1 to 6, given in e:
1. C 0.390
2. C -0.185
3. H 0.207
4. H 0.270
5. N -0.586
6. N -0.152